1.
DFT (ωB97M-V with the def2-TZVPD basis set) results for a structure of composition C30H50Cl2N3O4SiSr in a non-equilibrium geometry.

Structure (XYZ):
```
91
Properties=species:S:1:pos:R:3:forces:R:3
C -1.15324 -0.59413 -3.96511 -0.137 0.071 -0.355
C -0.71069 -1.89979 -3.38295 0.822 -1.194 -0.047
H -0.96100 -0.55399 -5.04408 0.045 0.182 0.290
H -0.67324 0.26143 -3.47030 -0.111 -0.243 -0.018
H -2.24036 -0.48419 -3.85595 0.138 0.048 0.178
C -0.24091 -2.94002 -4.09356 -0.147 0.464 0.243
C -0.07130 -2.97928 -5.57395 0.023 0.109 -0.587
H 0.06640 -3.85036 -3.57168 -0.163 0.243 -0.010
H -0.29047 -2.01262 -6.04461 0.179 -0.277 0.081
H -0.73969 -3.70607 -6.04732 0.014 -0.075 0.064
H 0.95032 -3.27391 -5.85208 -0.118 0.074 0.018
Sr 0.89314 0.63706 0.13889 -0.953 -1.583 0.088
Cl 0.56830 2.67757 -1.58996 0.080 0.557 -0.173
C 0.04490 -2.29590 2.03876 0.074 1.224 -0.593
O 0.83279 -1.35630 1.81288 -0.458 -1.248 0.435
N 0.32916 -3.38156 2.76775 0.386 -0.316 0.204
C 1.64847 -3.61829 3.32905 -0.254 -0.121 0.035
C -0.64706 -4.41863 3.05217 0.001 0.080 0.025
H -0.98824 -2.29087 1.63802 0.450 0.119 0.142
H 2.29167 -2.75736 3.16028 -0.114 -0.012 -0.015
H 2.08581 -4.51423 2.86245 -0.011 0.195 0.076
H 1.54438 -3.81290 4.40604 0.128 0.115 -0.184
H -1.57655 -4.21734 2.51631 0.143 0.004 0.060
H -0.85695 -4.44998 4.13365 0.022 0.030 -0.287
H -0.25334 -5.39623 2.73549 -0.124 0.235 0.031
H 1.04190 3.53922 5.44321 -0.042 -0.128 -0.172
H -0.90365 4.98496 4.57190 0.007 0.017 -0.194
C 1.47851 3.60054 4.44013 -0.177 0.138 0.151
C -0.41402 4.98945 3.59195 0.060 -0.072 -0.230
N 0.42973 3.81899 3.45031 0.124 0.304 0.122
H 2.02435 2.68302 4.22098 -0.190 0.133 -0.077
C 0.32436 3.06501 2.35863 1.217 -2.161 -0.221
O 1.00659 2.02123 2.18281 -1.026 2.060 0.286
H -1.16843 4.94043 2.79250 0.166 0.248 0.411
H -0.40624 3.40950 1.60679 0.098 -0.111 0.230
H 2.16830 4.45488 4.45118 -0.060 -0.131 -0.156
H 0.18835 5.90261 3.48623 -0.218 -0.082 0.048
H 1.73188 -0.29752 -3.39058 0.242 0.111 0.123
H 2.62109 -2.82805 -3.27930 0.165 0.170 0.087
C 2.74252 -0.01956 -3.05733 -0.421 -0.014 0.040
C 3.56108 -2.36578 -2.94372 -0.183 0.064 0.152
N 3.29542 -1.10849 -2.26072 0.506 -0.001 0.336
H 2.67027 0.89561 -2.45705 0.037 -0.311 -0.202
C 3.54594 -0.97027 -0.94913 -0.600 0.735 -0.323
O 3.26641 0.04496 -0.28323 0.606 -1.011 -0.474
H 4.05767 -3.04194 -2.24209 -0.042 0.005 -0.178
H 4.02547 -1.85670 -0.50067 -0.102 0.179 0.036
H 3.38395 0.15558 -3.92950 -0.043 -0.036 0.150
H 4.20679 -2.20203 -3.81511 -0.069 0.001 0.163
O 0.08877 -1.09734 -1.29055 1.709 1.014 0.422
C -0.75152 -1.96729 -1.85881 -0.973 0.279 0.420
C 0.57417 -3.99468 -0.91748 -0.137 -0.027 0.067
C -0.63811 -3.38007 -1.23747 -0.415 0.648 -0.455
H 1.50957 -3.44351 -1.04767 -0.330 -0.111 -0.079
C 0.57688 -5.29173 -0.39595 0.019 0.274 -0.086
H -1.78408 -1.59621 -1.64107 -0.200 -0.616 0.100
C -1.84212 -4.02293 -0.95990 0.151 -0.262 -0.097
H 1.54116 -5.78169 -0.19039 -0.570 0.150 0.015
C -0.63734 -5.94400 -0.16550 0.070 -0.207 -0.020
C -1.85553 -5.31064 -0.44127 0.301 -0.192 0.088
H -2.76248 -3.48219 -1.17977 0.110 -0.227 0.052
H -0.61656 -6.95794 0.23404 -0.113 0.179 -0.072
H -2.80384 -5.82474 -0.27105 0.295 0.111 0.066
Si -0.01081 6.16811 -2.79490 -0.119 0.759 0.000
Cl -0.19347 4.75167 -4.29756 -0.169 0.344 -0.370
C 1.83723 6.21755 -2.45226 -0.106 -0.266 0.308
C -1.31147 5.68062 -1.52774 0.318 -0.226 0.166
C -0.43222 7.96235 -3.29944 -0.128 -0.087 -0.254
H 2.20337 5.19079 -2.33177 -0.006 0.214 0.064
H 2.07326 6.79607 -1.55025 -0.028 -0.116 -0.089
H 2.36388 6.68843 -3.29608 -0.271 -0.144 0.143
H 0.23121 8.37775 -4.07026 -0.067 -0.203 0.140
H -0.32926 8.60949 -2.41168 0.008 -0.276 -0.144
H -1.46316 8.08476 -3.65992 0.186 -0.122 0.096
H -1.16388 4.61069 -1.31255 -0.181 0.322 0.007
H -2.32247 5.83991 -1.93967 0.412 -0.063 0.027
H -1.23822 6.24866 -0.58872 0.047 -0.075 -0.213
C -2.46700 0.15966 1.40567 0.022 -0.075 0.333
C -2.60484 -0.15192 2.76248 0.313 -0.268 -0.978
C -2.90701 -1.50055 3.20432 -0.099 0.152 0.280
C -2.82954 -1.84801 4.54412 -0.084 0.041 -0.297
C -2.45833 -0.89473 5.50755 0.181 -0.392 0.420
C -2.21488 0.43172 5.11518 -0.347 -0.332 -0.415
C -2.35969 0.81256 3.79219 0.134 -0.252 0.685
H -2.24325 1.18341 1.09572 -0.206 -0.188 -0.049
H -2.69739 -0.59329 0.65192 0.039 0.277 0.005
H -3.20006 -2.24006 2.44536 0.111 0.280 0.314
H -3.06245 -2.88631 4.85201 0.149 0.650 -0.152
H -2.35829 -1.19908 6.54792 -0.013 0.131 -0.130
H -1.92281 1.15378 5.87487 -0.125 0.058 -0.090
H -2.24800 1.85308 3.50791 0.145 0.057 -0.042
```
Positions in Å, forces in eV/Å.

## Properties
Orbital gap (Ha): 0.16033
LUMO level (eV): 2.3
HOMO energy (eV): -2.1
Charge: -1

These are the Mulliken partial charges, in e, on atoms 1 to 8: number 1, C, carries -1.397; number 2, C, carries 0.255; number 3, H, carries 0.371; number 4, H, carries 0.102; number 5, H, carries 0.369; number 6, C, carries 0.205; number 7, C, carries -1.489; number 8, H, carries 0.390

2.
DFT (ωB97M-V with the def2-TZVPD basis set) results for a cluster of 2 separate species, C8H15Br2O9P in total in a non-equilibrium geometry.

Structure (XYZ):
```
35
Properties=species:S:1:pos:R:3:forces:R:3
C 2.45029 4.07280 -0.57462 0.501 -0.604 -0.885
C 1.98433 2.58142 -0.17993 1.066 1.010 0.690
Br 1.02445 1.81733 -1.73591 0.332 0.383 0.888
C 1.19397 2.48175 1.20112 0.180 0.131 0.574
Br -0.22144 3.89391 1.39865 0.909 -1.120 -0.203
O 0.50417 1.20955 1.42038 2.918 -0.873 -0.305
C 1.40918 0.08873 1.27571 -2.318 -1.262 -2.591
O 1.15016 -0.74789 0.40525 2.114 2.800 3.906
O 2.47871 0.04479 2.20339 0.433 0.252 -2.110
P 3.86112 -0.74571 1.58933 2.339 -4.693 -0.616
O 3.64192 -2.17138 1.11505 0.074 3.893 1.109
O 4.69576 0.15292 0.41034 -2.108 -0.422 2.202
O 4.94474 -0.84349 2.91353 -2.820 2.104 -2.256
H 3.33046 4.43458 0.06423 -1.530 -0.471 -0.588
H 1.59449 4.81558 -0.63258 1.091 -1.045 0.370
H 2.87160 3.98192 -1.64205 -0.608 0.144 1.622
H 2.96313 1.99160 -0.03647 -1.621 0.650 -0.285
H 1.88961 2.62865 2.09816 -0.788 0.087 -1.496
H 4.19451 0.17426 -0.43384 0.261 -0.352 0.548
H 4.83004 -0.04018 3.46952 0.334 -0.574 -0.208
C -1.38209 -0.78313 -0.63292 -0.569 0.205 -0.367
C -1.58006 -2.27270 -0.83305 0.616 0.393 -0.105
O -2.84360 -2.69757 -0.30346 -0.509 -0.230 -0.245
C -3.90729 -2.45312 -1.08227 0.273 0.109 0.227
O -3.88879 -1.93012 -2.16917 -0.089 -0.222 0.274
O -5.00468 -2.87596 -0.43227 0.280 0.007 -0.167
C -6.22360 -2.60489 -1.12138 -0.401 0.019 -0.122
H -1.52075 -0.51311 0.41676 0.152 -0.081 -0.043
H -0.38547 -0.48081 -0.94586 -0.403 -0.128 -0.022
H -2.11316 -0.20957 -1.20899 -0.003 -0.141 -0.035
H -0.81028 -2.81863 -0.28304 -0.297 -0.088 0.098
H -1.48487 -2.55391 -1.88525 -0.238 0.052 0.087
H -6.19380 -2.98339 -2.14483 0.098 0.164 0.078
H -6.42434 -1.53149 -1.11413 0.061 -0.083 -0.157
H -7.02844 -3.11274 -0.58937 0.269 -0.015 0.135
```
Positions in Å, forces in eV/Å.

## Properties
Orbital gap (Ha): 0.37154
LUMO level (eV): -0.4
HOMO energy (eV): -10.6
SMILES: C[C@H](Br)[C@@H](Br)OC(=O)OP(=O)(O)O.CCOC(=O)OC

These are the Mulliken partial charges, in e, on atoms 1 to 8: number 1, C, carries -1.135; number 2, C, carries 0.243; number 3, Br, carries -0.055; number 4, C, carries -0.133; number 5, Br, carries -0.146; number 6, O, carries -0.198; number 7, C, carries 0.453; number 8, O, carries -0.318